Arrangement 1

Below is 16 unconnected molecules or ions with the total composition C64H176N16O16, with properties calculated with ωB97M-V/def2-TZVPD.

For the orbital gap, the calculation gives 0.322 Ha. The molar mass is 1426.21 g/mol. The HOMO energy is -8.29 eV.

Each line ends with the Mulliken charge.
Element x y z (Å)
H  -11.95  -2.27  29.17  0.295
C  -8.06  -7.21  31.30  -1.937
C  -13.72  -8.77  18.40  -1.461
H  -12.40  -3.92  27.47  -0.351
H  -13.06  -11.65  28.77  0.151
H  -17.92  -4.95  17.24  0.333
H  -12.50  -9.96  26.05  0.148
C  -6.23  -9.68  24.89  -0.481
C  -9.84  -3.18  21.44  -0.867
H  -11.78  -6.05  28.60  -0.352
H  -12.05  -3.59  30.45  0.348
C  -12.28  -12.42  34.05  0.337
C  -11.60  -9.35  26.07  0.639
N  -10.44  -5.45  24.71  0.212
H  -7.15  -4.82  24.46  0.504
H  -9.64  -5.64  29.62  -0.296
H  -15.28  -11.25  20.07  -1.940
H  -5.86  -14.43  28.68  0.282
O  -17.03  -5.93  18.87  -0.188
H  -11.08  -12.54  35.84  0.453
H  -11.91  -15.98  28.99  0.232
H  -16.14  -4.97  24.73  0.464
H  -15.27  -11.06  25.63  -0.377
C  -12.95  -15.60  17.08  -0.793
H  -18.16  -6.72  17.34  0.246
H  -9.12  -14.27  35.22  0.395
H  -14.79  -4.28  27.94  0.141
H  -16.09  -12.41  18.37  0.336
H  -12.57  -14.21  32.65  0.418
H  -9.78  -10.49  30.31  -0.181
H  -8.35  -10.23  26.76  -0.442
H  -12.05  -10.99  30.08  -0.254
C  -9.84  -11.94  21.41  0.302
H  -7.34  -12.23  29.42  0.172
H  -15.00  -3.49  23.22  -0.393
H  -16.40  -12.80  24.16  -0.289
H  -7.95  -7.96  32.10  0.362
H  -12.55  -14.08  27.99  0.186
H  -12.55  -14.62  16.79  0.294
C  -14.22  -6.50  25.06  0.384
H  -13.50  -6.01  28.53  -0.001
N  -14.43  -4.76  20.96  -0.443
H  -18.40  -9.18  25.41  0.772
O  -11.52  -7.07  18.65  -0.445
H  -11.35  -10.90  33.22  -0.250
C  -6.33  -9.86  22.35  -1.017
H  -8.44  -9.97  31.38  0.389
H  -14.17  -14.07  27.25  0.093
H  -16.01  -14.07  23.00  0.364
H  -6.59  -14.33  27.16  0.212
O  -14.11  -5.12  25.07  0.236
C  -8.15  -12.73  28.81  -0.180
H  -16.69  -2.11  25.01  0.264
C  -12.69  -14.71  25.79  1.056
H  -13.48  -10.80  19.74  -0.948
H  -16.02  -7.06  32.36  0.342
C  -17.44  -5.90  17.49  -0.873
H  -15.77  -10.71  31.27  0.312
H  -7.21  -9.33  24.78  -0.552
C  -13.73  -13.91  20.72  0.182
N  -4.41  -10.61  23.50  -0.786
H  -9.80  -10.98  31.99  0.250
N  -8.47  -15.19  22.41  -0.823
H  -13.47  -12.72  25.10  -0.305
H  -13.04  -12.56  32.04  0.064
H  -12.07  -7.82  20.43  -0.023
H  -11.74  -9.39  17.88  0.363
H  -11.82  -16.38  19.40  0.490
H  -5.91  -10.48  21.50  0.123
C  -17.02  -9.93  20.34  -1.556
H  -13.72  -15.90  16.40  0.280
H  -11.79  -14.62  19.04  0.139
C  -12.38  -13.12  32.69  -0.607
H  -8.88  -3.11  20.90  0.319
H  -11.31  -14.12  34.98  0.412
H  -8.77  -14.64  30.70  0.306
H  -13.30  -6.87  25.51  -0.611
H  -18.05  -12.28  20.86  0.279
H  -17.75  -13.40  23.21  0.350
H  -6.20  -10.30  25.80  0.303
H  -6.22  -11.49  23.73  -0.487
N  -12.19  -10.92  33.74  -0.287
C  -15.11  -3.17  24.28  1.281
C  -16.70  -13.19  23.17  -0.591
H  -14.27  -6.83  24.01  -0.310
C  -12.35  -9.28  18.79  0.239
H  -14.42  -13.59  21.55  -0.618
C  -12.48  -13.32  25.12  0.495
H  -11.95  -8.33  26.34  -0.497
C  -8.83  -13.38  34.74  -0.830
H  -18.08  -9.98  20.30  0.516
H  -17.43  -10.33  27.41  0.281
H  -13.70  -8.29  17.40  0.455
C  -16.15  -8.75  26.68  -0.314
H  -11.60  -16.89  27.52  0.225
C  -10.60  -6.05  18.89  -0.527
H  -15.67  -8.72  27.64  -0.147
O  -14.04  -10.36  29.85  -0.598
H  -9.66  -6.37  19.30  0.225
O  -10.11  -12.91  22.36  0.564
H  -7.03  -14.34  30.69  0.421
H  -10.12  -3.31  31.07  0.385
C  -14.05  -9.46  22.66  0.923
C  -11.16  -12.96  34.89  -0.811
H  -11.32  -5.03  24.42  -0.254
N  -16.37  -2.46  24.11  -0.754
C  -13.92  -9.27  30.66  0.569
N  -16.59  -11.55  18.54  -0.690
H  -14.11  -8.15  19.18  0.048
H  -10.65  -11.24  21.37  -0.045
H  -17.23  -4.62  21.55  0.273
H  -7.17  -14.17  24.71  0.351
H  -8.33  -9.47  20.29  0.471
H  -12.85  -13.21  20.71  -0.257
O  -10.13  -4.49  21.80  0.124
H  -4.13  -9.59  23.41  0.347
H  -7.76  -15.91  30.02  0.451
H  -13.97  -16.20  25.53  0.366
H  -16.42  -12.08  26.17  0.314
O  -13.15  -9.49  23.78  0.309
H  -14.62  -6.79  31.37  0.444
N  -12.50  -10.54  19.52  0.305
C  -11.81  -3.33  29.37  -0.920
N  -15.99  -9.82  31.72  -0.820
H  -8.70  -8.48  29.66  -0.587
H  -13.84  -5.21  21.63  0.015
C  -16.39  -11.28  19.98  3.505
H  -9.10  -2.28  29.82  0.213
N  -6.68  -14.66  28.08  -0.513
H  -11.87  -7.82  23.51  0.043
O  -18.37  -11.22  25.08  -0.329
C  -12.44  -15.49  19.30  -0.699
H  -8.22  -13.67  33.87  0.153
C  -9.19  -13.04  23.37  -0.290
H  -12.17  -16.37  16.94  0.324
H  -16.56  -3.92  19.41  0.263
H  -11.65  -15.25  25.73  -0.289
C  -16.92  -12.36  20.90  -1.186
C  -15.58  -5.58  20.58  2.329
H  -10.04  -7.53  24.37  -0.512
H  -11.45  -9.19  22.52  -0.996
H  -8.91  -11.36  21.68  -0.590
C  -12.81  -10.71  29.34  0.788
N  -13.72  -15.37  25.00  -0.563
C  -16.89  -10.10  26.45  0.331
H  -4.04  -10.82  24.42  0.322
N  -9.78  -8.48  24.69  0.437
H  -9.94  -15.02  23.82  -0.217
H  -8.14  -5.00  22.31  0.420
H  -14.96  -10.06  22.98  -0.552
N  -12.18  -15.59  21.78  -0.221
C  -10.95  -9.34  24.70  1.913
H  -13.39  -8.44  30.15  -0.631
H  -12.46  -10.03  28.62  -0.321
H  -10.63  -10.37  24.51  -0.584
C  -17.70  -9.97  25.25  -0.244
H  -9.12  -12.61  29.37  -0.130
C  -13.08  -15.28  20.66  0.293
H  -11.94  -10.40  34.54  0.290
O  -16.41  -12.14  22.23  0.444
H  -8.37  -6.30  31.79  0.376
H  -9.04  -14.85  21.64  0.225
O  -13.48  -15.61  18.32  -0.323
H  -16.56  -13.33  20.52  0.256
H  -14.41  -9.58  18.18  0.553
C  -7.87  -14.24  28.72  0.416
O  -10.51  -3.76  29.12  -0.212
H  -12.17  -11.28  18.91  0.323
H  -7.13  -7.01  30.84  0.495
H  -12.13  -13.41  24.02  -0.275
C  -16.16  -4.99  19.28  -1.052
H  -17.37  -6.50  21.36  0.266
C  -15.30  -4.41  25.11  -0.790
C  -8.07  -5.14  24.95  -1.718
H  -16.24  -5.76  22.57  -0.097
H  -16.75  -9.64  21.35  -0.005
C  -14.23  -3.62  28.62  -1.542
C  -15.29  -8.73  31.07  0.669
H  -15.51  -4.14  26.16  0.016
H  -19.97  -10.24  24.19  0.394
C  -11.84  -8.92  23.52  0.394
H  -14.38  -7.79  32.61  0.524
H  -12.65  -17.59  28.77  0.282
H  -11.47  -14.86  21.79  -0.195
H  -10.62  -8.60  19.87  -0.587
C  -13.20  -14.59  27.21  -0.336
O  -10.19  -9.01  31.89  -0.492
C  -16.72  -5.63  21.57  -0.806
H  -10.31  -5.36  25.69  -0.152
H  -10.42  -5.43  18.02  0.374
O  -9.95  -12.67  34.28  -0.136
N  -9.37  -6.58  29.23  0.122
H  -14.31  -8.42  22.39  -0.080
H  -8.65  -14.23  25.61  0.249
H  -8.13  -4.48  25.88  0.286
H  -8.26  -12.49  23.05  0.304
H  -17.04  -3.02  23.69  0.245
H  -11.06  -8.22  30.14  -0.226
H  -8.64  -6.43  28.55  0.242
H  -14.27  -1.82  25.75  0.221
C  -12.76  -4.11  28.47  1.467
H  -7.94  -15.71  25.09  0.422
C  -11.58  -8.18  19.50  0.853
C  -9.50  -10.21  31.34  -0.382
H  -17.59  -11.64  18.34  0.299
H  -13.36  -9.52  31.57  0.240
C  -7.86  -14.86  30.15  -1.610
H  -10.70  -7.20  31.48  0.583
O  -7.75  -9.80  22.38  0.363
C  -8.32  -9.06  21.31  -0.117
H  -13.85  -4.50  20.17  0.299
H  -9.75  -12.35  20.38  0.116
C  -8.12  -14.70  24.81  -1.838
N  -12.69  -5.51  28.85  0.245
H  -11.86  -12.68  25.80  -0.146
H  -9.04  -8.81  24.05  -0.324
H  -13.91  -16.03  20.69  0.362
H  -5.64  -8.79  24.91  0.387
H  -15.41  -8.62  25.94  -0.800
H  -14.56  -3.71  29.66  0.428
O  -13.48  -15.91  27.75  -0.499
H  -9.34  -6.26  22.49  -0.505
H  -6.06  -8.83  22.36  0.567
H  -13.76  -1.52  24.07  0.380
H  -13.53  -9.92  21.80  -0.655
H  -15.27  -6.57  20.29  -1.392
C  -12.37  -16.61  28.25  -0.558
H  -13.17  -2.98  24.96  0.068
C  -5.85  -10.46  23.62  1.438
C  -8.35  -10.70  27.72  0.432
H  -11.81  -16.49  21.74  0.352
C  -10.33  -8.04  30.88  -0.150
C  -9.06  -7.59  30.20  1.430
O  -8.17  -12.08  27.54  0.143
H  -18.81  -10.86  23.11  0.175
H  -15.01  -6.92  25.71  0.549
C  -9.27  -4.79  24.10  0.643
C  -19.30  -11.05  24.00  -0.777
C  -8.98  -14.51  23.63  1.220
H  -13.21  -12.54  34.67  0.281
H  -11.41  -12.86  32.20  -0.132
C  -15.09  -7.50  31.93  -1.785
H  -10.91  -5.25  19.66  0.020
H  -10.74  -2.85  20.82  0.225
H  -13.37  -15.76  24.10  0.136
H  -10.85  -9.63  26.84  -1.189
H  -15.38  -5.02  18.56  0.520
H  -16.82  -7.87  26.70  0.516
H  -16.70  -9.19  19.62  0.375
H  -16.54  -6.05  16.83  0.307
H  -15.68  -9.90  32.71  0.300
H  -8.34  -12.78  35.53  0.283
H  -8.71  -14.71  28.16  0.144
H  -8.03  -6.21  25.17  0.170
H  -8.80  -4.04  30.11  0.436
H  -15.95  -8.57  30.17  0.108
H  -9.33  -3.76  24.28  0.623
H  -17.13  -9.67  24.28  -0.311
H  -7.57  -10.28  28.32  0.622
H  -19.84  -12.02  23.91  0.267
H  -14.39  -13.95  19.78  0.256
H  -9.62  -12.58  24.28  -0.546
H  -7.90  -7.98  21.34  0.480
C  -9.16  -5.20  22.64  -0.105
H  -7.55  -14.91  22.21  0.326
H  -9.77  -2.53  22.38  0.229
H  -9.42  -9.05  21.50  -0.826
C  -9.57  -3.30  30.13  -0.941
N  -15.93  -11.18  26.38  0.109
H  -9.35  -10.43  28.13  -0.787
C  -14.05  -2.32  24.79  -1.205
H  -14.40  -2.58  28.39  0.405



Arrangement 2

Below is 16 unconnected molecules or ions with the total composition C64H176N16O16, with properties calculated with ωB97M-V/def2-TZVPD.

For the orbital gap, the calculation gives 0.323 Ha. The molar mass is 1426.21 g/mol. The HOMO energy is -8.41 eV.

Each line ends with the Mulliken charge.
Element x y z (Å)
C  -2.30  -3.38  3.73  -0.746
O  5.02  -1.46  -1.95  -0.576
H  2.70  -3.83  7.89  0.427
H  -4.44  -5.38  -0.73  0.562
H  -6.84  -0.33  -2.84  0.427
H  -6.23  -3.99  -0.38  0.220
H  -2.62  -3.31  -4.31  0.277
N  1.00  -0.37  3.56  0.495
H  7.49  -2.76  0.18  0.353
N  3.56  -1.50  5.64  -0.425
N  2.35  -5.77  -2.19  -0.590
H  5.03  7.38  1.00  0.359
C  -0.05  1.82  4.25  -1.072
C  4.77  -2.11  7.68  -0.566
H  -4.63  -2.73  2.77  0.624
H  -3.10  -5.28  0.41  0.565
H  3.19  -0.73  9.47  0.246
H  0.51  4.27  5.04  0.404
H  0.94  4.87  -3.29  -0.062
H  2.39  -2.83  1.70  0.096
H  4.92  7.34  -0.57  0.270
C  -1.68  0.44  -5.15  -1.497
H  -3.14  -2.77  -2.74  -0.282
H  -3.21  0.45  -2.99  0.096
H  -4.62  3.71  6.55  0.448
C  -4.37  4.26  4.43  2.011
C  -6.73  -5.46  -5.03  -0.660
C  7.72  -2.17  -0.70  -1.486
C  -2.99  4.89  4.45  -1.498
C  4.81  1.72  4.10  0.330
H  -0.67  4.41  1.23  0.301
H  2.66  -2.48  -5.11  0.286
H  2.65  -6.70  -1.92  0.278
H  5.59  3.38  2.84  0.585
H  5.43  5.69  3.29  0.217
C  -5.81  0.25  -1.05  1.560
H  -0.35  9.64  -2.16  0.403
N  1.96  9.97  -1.01  -0.819
N  1.74  -5.24  -5.05  -0.638
H  5.78  1.47  4.53  0.601
H  5.06  0.15  -0.55  -0.488
H  -1.56  -2.63  3.43  0.102
H  -0.30  -1.26  5.72  0.429
H  3.29  -2.00  -1.02  -0.145
H  4.65  5.31  -1.84  0.175
H  5.35  -1.19  7.60  0.320
H  -0.51  -0.93  1.39  -0.890
H  -6.06  -5.19  -5.85  0.275
H  1.52  8.12  -0.17  0.017
O  1.24  -1.94  -6.58  -0.298
H  1.05  0.15  2.69  -0.590
H  1.21  -4.25  -1.37  -1.857
H  6.27  4.98  -1.34  0.330
H  3.91  1.68  6.07  0.413
H  -2.26  1.08  -1.94  -0.388
H  0.16  -8.19  -5.67  0.374
C  -4.64  -3.53  -4.22  0.247
H  3.41  -2.39  -2.74  -0.175
C  1.90  7.90  -2.30  -0.846
H  -4.85  -1.39  -0.92  -0.729
C  -5.61  -4.33  -3.35  0.577
H  -2.13  1.16  -5.83  0.407
H  2.59  -6.01  0.71  0.386
H  -4.01  0.92  2.95  0.138
C  3.40  -2.04  6.97  1.058
C  0.46  -3.45  -3.96  0.648
H  3.23  -5.30  -2.04  0.232
H  0.47  0.45  -1.24  0.046
H  -3.03  -3.00  4.45  0.440
H  1.67  -3.35  6.50  0.251
H  0.22  -7.19  -0.68  0.443
O  1.14  6.74  -2.47  -0.157
H  7.09  0.71  0.78  0.114
H  4.40  1.64  -1.94  -0.128
H  -4.56  3.04  -0.15  0.269
H  -1.00  3.14  -4.19  0.602
H  -3.53  -2.52  1.41  -0.218
H  -5.27  -5.31  -3.03  0.268
C  1.22  3.80  4.37  -0.716
H  -0.69  9.30  -0.44  0.457
C  -5.02  0.81  2.56  -1.073
C  2.03  -2.95  -5.86  -0.949
C  7.00  -0.81  -0.56  0.347
H  -7.68  -5.67  -5.53  0.352
H  -3.28  3.67  0.94  0.111
H  -2.14  4.21  4.40  0.107
C  -4.78  -4.15  1.01  -0.015
H  2.44  1.15  -4.84  0.400
C  1.33  8.65  -1.11  0.870
H  -6.33  -6.40  -4.66  0.231
H  1.12  -3.34  2.81  0.018
H  8.35  -0.18  0.88  0.289
H  -3.04  -7.48  -7.35  0.306
C  -3.08  -7.67  -3.49  -0.300
H  -0.23  -4.17  -3.54  -0.392
H  -2.37  -0.11  0.95  -0.362
C  -4.66  3.26  5.56  -1.165
H  -1.54  1.02  0.22  -0.541
H  2.78  -1.28  7.45  0.026
O  0.67  2.15  -4.58  -0.584
H  2.90  4.53  0.42  -0.755
C  -1.95  5.21  -0.95  -0.336
H  -0.26  2.54  -2.72  -0.138
H  -5.80  -3.77  -2.43  -0.861
O  -1.66  5.86  0.26  -0.404
C  -1.07  -6.80  -6.49  0.145
O  -4.82  0.69  1.17  0.542
C  3.27  5.55  0.49  1.214
O  1.23  2.38  4.49  -0.664
H  1.62  10.34  -1.88  0.346
H  -4.36  3.49  -2.41  0.459
C  -0.20  8.93  -1.34  -1.107
O  -2.04  -7.76  -4.44  -0.492
H  8.79  -2.07  -0.84  0.425
C  -4.02  -3.27  2.04  -0.180
H  -0.79  0.21  6.43  0.253
H  -1.91  5.99  -1.71  0.244
H  3.83  -0.53  5.64  0.107
C  -0.70  -2.10  -0.45  0.204
H  3.30  -3.97  6.15  0.343
H  -5.34  5.90  5.15  0.285
H  -2.85  -6.86  -2.80  -0.101
H  -4.02  5.34  -0.51  0.460
H  -0.51  -5.66  -0.31  0.149
C  -1.99  -7.77  -7.25  -1.485
H  -1.57  -2.71  -0.19  -0.722
H  1.57  10.55  -0.28  0.287
H  -7.22  -1.32  -1.40  0.236
O  0.66  1.20  0.70  0.707
H  -5.81  -2.03  -4.98  0.335
H  -4.03  -0.12  -0.75  -1.179
N  -5.87  -3.41  0.36  -0.424
C  -3.88  -4.71  -0.08  -1.452
N  3.73  1.34  5.14  0.094
H  5.07  -1.47  0.17  0.198
C  4.87  5.52  4.22  -0.380
C  0.54  0.12  -0.20  -1.413
C  -3.85  1.11  6.39  -0.769
H  3.90  3.46  3.08  -0.030
H  5.11  6.34  4.90  0.314
C  -1.37  0.98  -3.74  2.257
C  3.63  -1.63  -1.99  0.790
H  4.21  3.15  -2.77  0.277
H  -5.10  -1.60  -3.61  -0.044
H  2.93  1.92  4.92  -0.316
C  1.93  -3.70  2.17  -0.581
N  -2.57  1.22  -2.89  -0.159
C  4.82  3.22  3.60  -0.576
H  2.52  5.25  -2.99  -0.023
H  1.71  2.50  -0.49  0.408
H  1.96  8.40  -3.27  0.586
C  -0.66  -0.76  0.32  2.260
C  1.45  -5.28  -1.11  3.074
O  4.46  -2.33  9.09  -0.382
C  -3.52  3.35  -0.07  0.013
H  -6.84  0.85  0.70  0.418
H  -0.80  8.03  -1.51  -0.120
H  -0.80  0.17  -5.74  0.119
H  -1.07  -0.06  3.98  0.220
H  -0.43  2.25  3.32  0.141
H  -0.69  2.24  5.02  0.788
C  -1.69  -6.55  -5.08  1.192
H  -1.18  4.50  -1.24  -0.036
O  4.90  3.44  -0.90  0.100
H  4.84  -0.38  9.92  0.279
H  -2.86  2.54  -0.40  -0.232
H  3.04  -4.50  0.15  0.368
H  -3.02  -4.55  -3.19  -0.166
H  2.67  -4.36  2.61  0.533
H  -3.23  -8.54  -2.86  0.402
H  -0.04  -2.50  -4.15  0.437
H  2.70  -3.44  -6.56  0.565
O  -3.62  2.26  5.57  0.012
N  7.36  -0.26  0.76  -0.597
H  1.79  0.06  4.02  -0.601
H  -2.09  -8.73  -6.76  0.301
N  -3.69  4.24  -2.32  -0.825
H  3.89  -1.46  10.93  0.261
C  5.23  4.81  -1.06  -1.206
C  -0.52  5.44  0.90  -0.597
C  -0.01  -0.21  5.79  -1.926
H  -0.86  -2.01  -1.52  -0.365
H  -5.56  1.68  2.95  0.303
H  0.66  -6.68  -5.68  0.365
H  2.03  2.56  1.17  -0.130
H  -4.01  -7.45  -4.01  0.202
H  -5.15  -4.98  1.61  0.448
N  -1.82  0.05  0.12  1.158
H  3.80  5.58  4.04  0.078
C  -3.37  4.59  -0.96  0.047
C  2.69  -3.44  6.88  -1.545
H  -6.59  -3.41  1.07  0.322
H  -0.39  -6.20  -1.98  0.151
H  1.28  0.50  -3.59  -0.239
C  4.85  2.63  -2.05  -0.507
H  5.37  0.92  2.13  -0.179
N  -5.28  5.36  4.29  -0.735
H  -6.12  -0.78  0.88  0.188
H  2.81  -1.34  -7.91  0.410
C  -3.30  -3.54  -3.49  -0.141
C  1.05  -3.99  -5.23  0.879
H  -6.21  4.97  4.23  0.302
H  -4.37  3.62  3.54  -0.901
H  1.77  -5.47  -4.06  0.202
H  7.30  -0.20  -1.41  0.256
H  4.47  -0.23  3.19  0.489
H  3.75  1.10  2.33  -0.362
H  -7.85  0.30  -1.53  0.487
N  5.28  6.81  0.21  -0.745
H  2.77  1.26  0.33  -0.228
C  2.05  -0.92  -7.26  -0.812
H  -4.45  -4.01  -5.18  0.518
C  -0.49  2.28  -3.76  -0.376
H  -1.67  -7.89  -8.29  0.372
H  -3.35  -4.02  -0.74  -0.048
H  0.25  -4.22  -5.93  -0.240
H  -3.00  0.44  6.42  0.112
H  -2.52  -5.87  -5.30  -0.214
C  -0.08  0.27  4.31  1.399
H  0.31  5.36  0.20  0.155
C  1.71  1.38  -4.06  0.491
H  1.46  -0.46  -0.25  0.166
H  1.25  -3.34  -3.21  -0.928
C  -5.96  0.23  0.51  -1.200
H  0.25  -2.63  -0.39  -0.239
H  2.70  -4.96  -5.19  0.423
H  3.04  -0.76  -2.27  -0.172
O  -2.98  -3.97  2.62  -0.426
H  -2.95  5.50  3.55  0.489
H  -0.84  -5.87  -7.02  0.435
H  1.77  6.17  -4.32  0.422
N  -4.70  -0.52  -1.40  1.859
C  0.14  -6.16  -1.03  -1.210
N  -4.94  -2.10  -4.47  -0.558
H  -2.88  5.61  5.26  0.414
C  -6.99  -0.32  -1.76  -1.886
H  -2.90  3.75  -2.71  -0.058
O  1.28  -4.50  1.23  -0.218
H  1.11  4.24  3.37  -0.044
H  2.93  7.64  -2.06  0.173
H  -5.69  1.30  -1.32  -0.154
H  -1.93  -4.23  4.30  0.365
C  2.14  -5.10  0.30  -1.170
C  4.62  0.82  2.91  -0.392
H  2.62  -0.33  -6.54  0.234
H  5.20  4.96  1.12  -0.534
H  2.64  -1.46  5.22  0.039
N  0.25  -7.39  -6.27  -0.770
H  -4.09  1.27  7.44  0.326
H  7.30  -2.64  -1.59  0.296
H  0.98  -0.11  6.25  0.220
C  4.79  5.48  0.25  1.329
H  5.31  -2.95  7.24  0.344
H  2.75  6.09  -0.30  -1.043
H  -5.45  -0.10  2.98  0.463
C  5.43  -0.86  -0.66  0.447
H  -5.65  2.86  5.38  0.421
H  2.23  4.11  4.63  0.404
O  5.03  4.17  4.66  -0.485
H  -0.30  6.11  1.72  0.478
H  -0.87  0.15  -3.25  -1.084
H  -2.37  -0.40  -5.05  0.313
H  5.80  2.59  -2.59  0.370
H  -4.65  0.50  5.97  0.322
H  3.11  6.06  1.44  0.569
H  -1.09  -6.05  -4.32  -0.650
C  4.09  -1.17  9.90  -0.633
O  -6.86  -4.54  -4.01  -0.476
C  1.85  1.84  0.37  -0.465
H  1.40  -0.31  -7.89  0.265
H  2.25  1.88  -3.25  -0.433
C  1.61  5.73  -3.34  -0.387



Tell me which of them is the least stable. Sure, it is arrangement 1.